(1)
# C4H13NS

2 unconnected molecules or ions with the total composition C4H13NS (wB97M-V/def2-TZVPD, the Open Molecules 2025 dataset).

Structure (XYZ):
```
19
Properties=species:S:1:pos:R:3:lowdin_charge:R:1
C 0.7573 1.7571 1.5993 -0.11
C 0.6013 3.2745 1.4393 -0.36
N 1.3796 4.0299 2.4013 -0.02
H 1.7580 1.4751 1.2836 0.06
H 0.0306 1.2654 0.9666 0.05
H 0.6417 1.4862 2.6464 0.06
H -0.4610 3.5319 1.4671 0.10
H 0.9086 3.5357 0.4193 0.10
H 2.0771 4.6300 1.9971 0.05
H 0.8566 4.5501 3.0842 0.06
C -1.7113 -2.1442 -0.3037 -0.40
S -0.1322 -1.9861 -1.2209 0.71
C -0.5111 -2.8701 -2.7406 -0.45
H -2.2129 -1.1870 -0.3312 0.02
H -2.3009 -2.9161 -0.7743 0.03
H -1.4713 -2.3705 0.7247 0.02
H 0.1210 -2.4556 -3.5141 0.02
H -1.5219 -2.6883 -3.0620 0.03
H -0.3393 -3.9355 -2.6290 0.03
```

Summary:
SMILES: CCN.CSC
energy: -16683.6646 eV
LUMO energy: 1.082 eV
energy relative to the best compared isomer or geometry (same formula, charge and spin): 41.1 kJ/mol
2S+1: 1
gap between HOMO and LUMO: 9.51 eV

***

(2)
# C4H13NS

2 unconnected molecules or ions with the total composition C4H13NS at a distorted geometry (wB97M-V/def2-TZVPD, the Open Molecules 2025 dataset).

Structure (XYZ):
```
19
Properties=species:S:1:pos:R:3:lowdin_charge:R:1
C -2.0867 1.3658 -0.6870 -0.13
N -2.1205 -0.1886 -0.9141 -0.18
C -2.2065 -0.8008 0.4744 -0.16
H -2.8140 1.6815 0.0508 0.06
H -1.0549 1.7420 -0.3574 0.06
H -2.1166 1.8276 -1.6776 0.06
H -1.3746 -0.7156 -1.4883 0.11
H -1.4745 -0.3130 1.1339 0.05
H -1.9741 -1.8684 0.3597 0.07
H -3.2165 -0.6560 0.8253 0.06
C 2.1241 0.6701 1.1697 -0.54
S 2.0452 0.6469 -0.5253 0.74
C 2.3729 -1.1490 -0.6979 -0.40
H 2.2585 1.6663 1.5290 0.02
H 3.0995 0.2526 1.5357 0.06
H 1.2282 0.2654 1.6770 0.04
H 1.5166 -1.7937 -0.5348 0.03
H 2.5834 -1.1405 -1.7793 0.02
H 3.2107 -1.4925 -0.0938 0.04
```

Summary:
SMILES: CNC.CSC
energy: -16682.4848 eV
LUMO energy: 0.912 eV
energy relative to the best compared isomer or geometry (same formula, charge and spin): 154.9 kJ/mol
2S+1: 1
gap between HOMO and LUMO: 9.41 eV

***

(3)
# C4H13NSSi

C4H13NSSi in the gas phase (wB97M-V/def2-TZVPD, the Open Molecules 2025 dataset).

Structure (XYZ):
```
20
Properties=species:S:1:pos:R:3:lowdin_charge:R:1
C 2.3611 -0.1803 -2.1496 -0.40
S 0.6094 0.3076 -2.2640 0.74
N 0.3899 0.9354 -0.6992 -0.50
Si -0.5940 0.1218 0.4968 0.41
C -2.4311 0.0325 -0.0084 -0.18
C 0.1270 -1.6312 0.6686 -0.18
C -0.3694 1.1516 2.0798 -0.18
H 2.6384 -0.5814 -3.1185 0.02
H 2.4721 -0.9355 -1.3784 0.02
H 2.9609 0.6944 -1.9166 0.03
H 0.4317 1.9439 -0.6943 0.03
H -2.8719 1.0234 -0.0775 0.02
H -2.5411 -0.4405 -0.9801 0.02
H -3.0174 -0.5374 0.7059 0.02
H 1.1329 -1.6125 1.0781 0.02
H -0.4835 -2.2445 1.3240 0.02
H 0.1697 -2.1265 -0.2967 0.01
H 0.6777 1.2721 2.3366 0.02
H -0.8020 2.1416 1.9782 0.02
H -0.8606 0.6656 2.9152 0.02
```

Summary:
SMILES: CSN[Si](C)(C)C
energy: -24563.2964 eV
LUMO energy: 0.864 eV
energy relative to the best compared isomer or geometry (same formula, charge and spin): 0.0 kJ/mol
2S+1: 1
gap between HOMO and LUMO: 9.44 eV

***

(4)
# C4H13NSi

2 unconnected molecules or ions with the total composition C4H13NSi at a distorted geometry (wB97M-V/def2-TZVPD, the Open Molecules 2025 dataset).

Structure (XYZ):
```
19
Properties=species:S:1:pos:R:3:lowdin_charge:R:1
C 2.2154 0.0150 -0.2745 -0.22
C -0.6371 2.0080 -0.6338 -0.26
C -1.7914 -1.7971 0.7447 -0.20
C 1.2665 -0.4007 0.8430 -0.30
N -1.3904 0.9120 -0.0448 -0.20
Si -0.5836 -0.5162 0.3457 0.72
H 3.2420 -0.4357 -0.1736 0.08
H 2.0699 -0.6045 -1.1728 0.03
H 2.3840 0.9817 -0.5840 0.03
H 0.2507 2.2854 0.0850 0.10
H -0.1029 1.5357 -1.5217 -0.11
H -1.2590 2.7974 -1.0078 0.06
H -1.4074 -2.7915 0.4673 0.04
H -1.8075 -1.8695 1.8735 0.06
H -2.7623 -1.6269 0.3907 0.01
H 1.3102 0.3556 1.6143 0.06
H 1.6261 -1.2955 1.2719 0.05
H -2.3498 1.1568 -0.1887 0.08
H 0.0813 0.3901 -2.6391 -0.05
```

Summary:
energy: -13722.1811 eV
LUMO energy (alpha / beta): 0.328 / 0.240 eV
energy relative to the best compared isomer or geometry (same formula, charge and spin): 476.0 kJ/mol
2S+1: 1
gap between HOMO and LUMO (alpha / beta): 6.80 / 6.17 eV

***

(5)
# C4H13NSi2

C4H13NSi2 in the gas phase at a distorted geometry (wB97M-V/def2-TZVPD, the Open Molecules 2025 dataset).

Structure (XYZ):
```
20
Properties=species:S:1:pos:R:3:lowdin_charge:R:1
C 0.6981 -2.0469 0.5781 -0.40
C 0.6594 -2.0861 -0.9265 -0.04
C -2.0273 0.0014 0.3299 -0.29
C 1.2725 2.4427 -1.0348 -0.26
N -0.7141 0.5873 0.4745 -0.46
Si 0.3810 -0.3431 1.3988 0.53
Si -0.3012 1.3015 -1.0857 0.69
H -0.0801 -2.6104 1.1323 0.05
H 1.6270 -2.5346 0.9868 0.07
H 1.3686 -1.4764 -1.4784 0.03
H -0.3232 -2.3121 -1.1866 0.01
H -2.8020 0.7701 0.3627 0.07
H -2.1562 -0.5574 -0.5895 0.05
H -2.3136 -0.6965 1.1459 0.08
H 1.5595 3.0376 -1.8582 -0.02
H 1.1106 3.1089 -0.1137 0.05
H 2.1623 1.7985 -0.9248 0.01
H -0.1536 -0.1424 2.6885 -0.04
H 1.7061 0.1467 1.4304 -0.05
H -1.6738 1.6111 -1.3298 -0.07
```

Summary:
energy: -21600.6528 eV
LUMO energy (alpha / beta): -0.088 / 0.264 eV
energy relative to the best compared isomer or geometry (same formula, charge and spin): 363.5 kJ/mol
2S+1: 1
gap between HOMO and LUMO (alpha / beta): 7.77 / 7.03 eV

***

(6)
# C4H13O3

3 unconnected molecules or ions with the total composition C4H13O3 at a distorted geometry (wB97M-V/def2-TZVPD, the Open Molecules 2025 dataset).

Structure (XYZ):
```
20
Properties=species:S:1:pos:R:3:lowdin_charge:R:1
C 0.7426 0.5288 0.7870 -0.40
O 1.1810 -0.7317 1.0083 -0.12
C 0.0827 0.7870 -0.5668 -0.17
C 0.9263 0.2670 -1.8552 -0.24
C 0.0262 -0.3623 -2.9144 -0.14
H 0.1642 1.0478 1.5821 0.10
H 1.6865 1.0797 0.6754 0.10
H -0.2059 1.8401 -0.4171 0.10
H -0.7515 0.1056 -0.6085 0.08
H 1.6035 -0.4626 -1.3782 0.10
H 1.5474 0.9901 -2.2843 0.06
H 0.4676 -0.7833 -3.7900 0.03
H -0.6905 0.4068 -3.2261 0.06
H -0.5807 -1.2296 -2.4017 0.11
H -1.6975 -0.4035 2.3746 -0.04
H -2.2789 0.8749 2.9579 0.09
O -2.1803 0.3702 2.0287 -0.17
H 0.5077 -1.2206 1.6103 0.00
H -0.2234 -1.4404 3.6535 -0.13
O -0.3269 -1.6639 2.7643 -0.41
```

Summary:
energy: -10500.9819 eV
LUMO energy: 3.891 eV
energy relative to the best compared isomer or geometry (same formula, charge and spin): 119.5 kJ/mol
net charge: -1
2S+1: 1
gap between HOMO and LUMO: 7.86 eV